Density functional theory data (wB97M-V/def2-TZVPD) for a gas-phase ion, C5H16N3 (charge +1).

```
24
Properties=species:S:1:pos:R:3:forces:R:3
C -1.2960 0.7763 -2.6137 -1.8375 -0.5123 -1.0322
C -0.3733 0.0132 -1.7212 -0.1185 1.9048 -0.2364
N 1.0714 0.3517 -2.3718 -3.0709 -4.2511 -1.7141
C -0.4568 0.1884 -0.1707 -0.0657 0.1905 -1.1269
N 0.4794 -0.8528 0.2728 0.5248 0.6598 1.3490
C 1.1178 -0.7098 1.5926 2.3605 0.7787 0.1026
C 0.2410 -0.7171 2.8686 2.2462 0.2976 1.2277
N -0.4848 0.5308 2.9877 1.4177 0.8502 -0.0888
H -1.3418 1.8332 -2.5746 0.3851 1.2577 0.8391
H -2.3468 0.4616 -2.5089 0.3864 -0.0840 0.3069
H -1.1177 0.6237 -3.6814 0.2925 -0.4950 -0.0073
H -0.5408 -1.0217 -1.8948 0.3882 -0.9717 -0.3510
H 0.9885 -0.1841 -3.3747 0.7482 2.1083 3.0130
H 1.7118 -0.1297 -1.7791 1.1563 -0.3988 0.6282
H 1.2231 1.3224 -2.4311 0.3276 1.4660 -0.3027
H -0.2609 1.2515 0.1240 0.6675 -1.0951 0.0566
H -1.5145 0.0807 0.1713 0.5586 -0.2766 -0.5204
H 0.0902 -1.7917 0.3298 -0.5620 0.3474 -0.6162
H 1.8404 0.3076 1.5928 -2.0254 -2.6918 0.0703
H 1.8084 -1.6188 1.6598 -0.6266 1.3077 -0.0251
H 1.0831 -0.6335 3.6859 -1.6433 -0.9705 -1.1644
H -0.3825 -1.6705 3.0080 0.8832 1.4131 -0.2506
H -0.1005 1.1605 3.7047 -0.4100 -0.6451 -0.5669
H -1.4386 0.4282 3.1241 -1.9829 -0.1900 0.4099
```
Positions in Å, forces in eV/Å.

The net charge is +1. As for the SMILES: C[C@@H]([NH3+])CNCCN. The energy above the lowest of the compared OMol25 structures with the same formula, charge and spin comes out at 2.840 eV. The value obtained for the gap between HOMO and LUMO is 8.56 eV.